1.
{
  "formula": "C8ClF3N2O2",
  "method": "ωB97M-V/def2-TZVPD",
  "homo_lumo_gap_ev": 9.7,
  "charge": 0,
  "e_homo_ev": -9.757,
  "max_force_ha_per_bohr": 0.1467,
  "elements": ["O", "O", "F", "F", "F", "Cl", "C", "C", "N", "N", "C", "C", "C", "C", "C", "C"],
  "coordinates": [[-0.39, -0.77, -4.00], [4.02, -0.16, -0.25], [-2.29, -0.26, 2.56], [-3.15, -0.38, -0.07], [1.32, 0.61, -1.53], [0.46, 0.02, 3.50], [-0.92, -0.24, -3.02], [3.12, 0.10, 0.53], [-1.49, 0.27, -2.09], [2.22, 0.38, 1.25], [-1.41, -0.14, 1.54], [-1.85, -0.11, 0.22], [0.44, 0.32, -0.52], [-0.05, 0.02, 1.84], [-0.94, 0.13, -0.81], [0.89, 0.21, 0.83]]
}

---

2.
{
  "formula": "C8H10",
  "method": "ωB97M-V/def2-TZVPD",
  "homo_lumo_gap_ev": 9.8,
  "charge": 0,
  "e_homo_ev": -8.865,
  "max_force_ha_per_bohr": 0.1291,
  "elements": ["C", "C", "C", "C", "C", "C", "C", "C", "H", "H", "H", "H", "H", "H", "H", "H", "H", "H"],
  "coordinates": [[0.51, 0.44, -2.52], [0.41, 1.23, -1.21], [0.06, 0.39, -0.02], [-0.90, -0.66, -0.02], [-1.20, -1.34, 1.06], [-0.63, -1.08, 2.31], [0.35, -0.04, 2.40], [0.67, 0.64, 1.27], [-0.50, -0.18, -2.67], [1.49, -0.51, -2.22], [1.07, 0.94, -3.31], [-0.30, 1.97, -1.55], [1.43, 1.53, -1.09], [-1.60, -0.84, -1.02], [-2.05, -2.29, 0.98], [-1.11, -1.69, 3.00], [0.98, 0.13, 3.36], [1.33, 1.37, 1.26]]
}

---

Which value of charge does entry 1 give? 0

---

Copy entry 1 word for word.
{
  "formula": "C8ClF3N2O2",
  "method": "ωB97M-V/def2-TZVPD",
  "homo_lumo_gap_ev": 9.7,
  "charge": 0,
  "e_homo_ev": -9.757,
  "max_force_ha_per_bohr": 0.1467,
  "elements": ["O", "O", "F", "F", "F", "Cl", "C", "C", "N", "N", "C", "C", "C", "C", "C", "C"],
  "coordinates": [[-0.39, -0.77, -4.00], [4.02, -0.16, -0.25], [-2.29, -0.26, 2.56], [-3.15, -0.38, -0.07], [1.32, 0.61, -1.53], [0.46, 0.02, 3.50], [-0.92, -0.24, -3.02], [3.12, 0.10, 0.53], [-1.49, 0.27, -2.09], [2.22, 0.38, 1.25], [-1.41, -0.14, 1.54], [-1.85, -0.11, 0.22], [0.44, 0.32, -0.52], [-0.05, 0.02, 1.84], [-0.94, 0.13, -0.81], [0.89, 0.21, 0.83]]
}

---

Please write out number 1 again, unchanged.
{
  "formula": "C8ClF3N2O2",
  "method": "ωB97M-V/def2-TZVPD",
  "homo_lumo_gap_ev": 9.7,
  "charge": 0,
  "e_homo_ev": -9.757,
  "max_force_ha_per_bohr": 0.1467,
  "elements": ["O", "O", "F", "F", "F", "Cl", "C", "C", "N", "N", "C", "C", "C", "C", "C", "C"],
  "coordinates": [[-0.39, -0.77, -4.00], [4.02, -0.16, -0.25], [-2.29, -0.26, 2.56], [-3.15, -0.38, -0.07], [1.32, 0.61, -1.53], [0.46, 0.02, 3.50], [-0.92, -0.24, -3.02], [3.12, 0.10, 0.53], [-1.49, 0.27, -2.09], [2.22, 0.38, 1.25], [-1.41, -0.14, 1.54], [-1.85, -0.11, 0.22], [0.44, 0.32, -0.52], [-0.05, 0.02, 1.84], [-0.94, 0.13, -0.81], [0.89, 0.21, 0.83]]
}